C5H10O2 in the gas phase. Source: OMol25; level of theory: ωB97M-V/def2-TZVPD.

The geometry in XYZ format:
```
17
Properties=species:S:1:pos:R:3:forces:R:3
H 0.8323 -1.7810 1.6999 0.0 0.1 -0.1
C 0.6860 -0.8995 1.0701 0.2 0.0 0.1
C 0.6313 -0.0363 -1.1652 0.0 0.0 -0.1
C -0.7575 -0.0330 -0.4926 -0.1 0.1 -0.1
H 0.5956 -0.4471 -2.1777 0.0 0.0 0.2
H -1.4702 1.9876 -0.8214 0.1 -0.1 0.1
H 0.8976 -0.0034 1.6752 0.0 -0.1 -0.1
C -1.1746 1.3458 0.0161 0.3 0.1 -0.3
H 1.0225 0.9854 -1.2433 -0.1 -0.1 0.0
C 1.4979 -0.8972 -0.2246 0.0 0.0 0.0
O -0.6653 -0.9081 0.6374 0.0 0.0 0.0
H 2.5080 -0.4992 -0.0910 -0.1 -0.1 0.0
H -0.3106 1.8256 0.5110 -0.1 -0.1 0.0
O -2.2698 1.2408 0.8888 0.0 -0.1 0.2
H -2.0571 0.4823 1.4556 -0.2 0.1 -0.1
H -1.5476 -0.4443 -1.1289 0.1 0.1 0.1
H 1.5814 -1.9182 -0.6094 0.0 0.1 0.1
```
Forces are in eV/Å.

Properties
* energy relative to the best compared isomer or geometry (same formula, charge and spin): 1.340 eV
* structure (SMILES): OC[C@H]1CCCO1
* Kohn-Sham gap: 10.8 eV
* M: 102.13 g mol⁻¹

Here are the natural (NBO) charges for atoms 1 to 4, given in e:
1 H 0.198
2 C -0.075
3 C -0.434
4 C 0.060